--- 1 ---
C2H2ClF | the ωB97M-V functional and the def2-TZVPD basis

- frontier orbital gap (eV) = 10.88
- E_HOMO (eV) = -10.05
- molecular weight (g/mol) = 80.5
- SMILES = C=C(F)Cl
- total charge = 0

Geometry (Å):
Cl -2.009 -0.550 -0.028
F 0.445 -1.622 -0.049
C -0.249 -0.517 -0.120
C 0.402 0.555 -0.096
H -0.069 1.649 -0.122
H 1.481 0.485 0.415


--- 2 ---
C2H2ClF | the ωB97M-V functional and the def2-TZVPD basis

- frontier orbital gap (eV) = 10.85
- E_HOMO (eV) = -9.90
- molecular weight (g/mol) = 80.5
- SMILES = F/C=C/Cl
- total charge = 0

Geometry (Å):
Cl 1.749 0.574 -1.037
F -1.582 -0.348 0.854
C -0.236 -0.065 0.702
C 0.186 -0.150 -0.560
H -0.367 -0.139 -1.595
H 0.250 0.128 1.637


Which structure is the most stable? The one labeled 2.


--- 1 ---
C9H12N2 | the ωB97M-V functional and the def2-TZVPD basis

- frontier orbital gap (eV) = 9.62
- E_HOMO (eV) = -8.91
- molecular weight (g/mol) = 148.2
- total charge = 0

Geometry (Å):
N 0.725 1.104 1.196
N -0.230 1.617 -0.864
C -0.110 3.187 -0.657
C -0.078 -3.430 -1.281
C 0.507 -1.597 0.338
C 0.514 -3.102 -0.027
C 0.131 -0.693 -0.454
C -0.096 1.664 2.300
C -0.539 -2.366 -2.060
C -0.411 -1.044 -1.686
C 0.085 0.756 -0.121
H 0.632 3.219 0.404
H 0.284 3.440 -1.447
H -1.342 3.343 -0.171
H -0.447 -0.046 -2.547
H 0.598 -1.378 1.411
H 0.508 1.828 3.028
H -0.274 -4.306 -1.450
H -0.601 3.004 2.304
H -1.009 1.011 2.611
H -0.959 -2.533 -3.300
H 1.462 0.337 1.826
H 0.650 -4.016 0.647


--- 2 ---
C9H12N2 | the ωB97M-V functional and the def2-TZVPD basis

- frontier orbital gap (spin up / spin down) (eV) = 5.32 / 5.32
- E_HOMO (spin up / spin down) (eV) = -7.27 / -7.27
- molecular weight (g/mol) = 148.2
- total charge = 0

Geometry (Å):
N -1.696 -0.105 0.032
N -3.332 1.362 -0.713
C 1.195 1.356 -0.337
C -0.595 -0.895 -0.101
C -2.307 0.519 1.127
C 0.008 -1.456 -1.379
C -3.251 1.443 0.654
C -2.490 0.397 -1.062
C 2.377 1.228 -0.020
C 0.122 -1.197 1.149
C 3.780 0.834 0.051
H 0.658 -0.295 1.408
H -0.659 -1.624 -2.225
H -1.951 0.498 2.068
H 3.945 0.321 1.025
H 4.573 1.623 0.154
H -3.789 2.194 1.237
H 0.941 -1.879 0.798
H 4.104 0.417 -0.904
H -2.426 0.041 -2.041
H -0.567 -1.556 1.957
H 0.866 -0.856 -1.704
H 0.494 -2.369 -1.173


Which structure is the most stable? The one labeled 2.


--- 1 ---
C5H38NO14 | the ωB97M-V functional and the def2-TZVPD basis

- frontier orbital gap (eV) = 10.02
- E_HOMO (eV) = -12.88
- molecular weight (g/mol) = 336.4
- total charge = +1

Geometry (Å):
O -0.969 -1.585 1.739
O -0.178 3.084 -1.431
O -2.536 1.176 -2.787
O 2.483 1.822 3.071
O -1.666 2.017 0.464
O 1.141 -3.788 2.125
O 0.611 -1.670 4.592
O -0.555 1.727 2.882
O 1.009 4.041 2.176
O -1.100 -4.277 0.345
O -1.233 3.267 -3.885
O -2.677 0.146 2.910
O -0.787 0.935 -5.226
O -0.195 -3.040 -3.229
N -0.047 -1.633 -1.030
C 1.934 -0.906 -2.228
C 1.603 -0.128 0.109
C 3.128 -0.002 0.209
C 1.155 -0.869 -1.151
C -1.194 -1.308 -0.567
H 1.201 0.892 0.149
H -3.129 -0.124 3.716
H 0.333 -1.447 3.694
H -0.413 2.620 3.203
H 0.370 -3.516 -3.847
H 1.245 -0.611 1.024
H -1.431 0.332 -5.647
H 1.194 4.378 1.298
H -1.119 2.580 -0.161
H -0.363 -4.182 0.968
H -1.860 -2.129 -0.318
H 2.745 2.278 3.866
H -2.392 0.835 -3.680
H -1.383 -0.775 2.123
H 0.109 -2.584 -1.405
H -0.998 -3.570 -3.123
H 0.831 -3.626 3.024
H -0.090 0.295 -5.036
H -1.584 -5.096 0.436
H -1.959 0.770 3.180
H 2.940 -0.541 -2.335
H -0.482 2.388 -2.031
H 3.320 0.450 1.177
H -0.309 3.512 -3.792
H 1.963 -4.277 2.247
H 1.552 -1.421 -3.094
H 3.622 -0.973 0.335
H -2.411 2.621 0.578
H 0.158 -0.976 5.092
H -1.197 2.574 -4.581
H -1.435 -0.317 -0.211
H 3.578 0.578 -0.591
H 1.591 1.428 3.097
H -1.609 -2.267 1.983
H -0.818 1.711 1.925
H -2.427 2.136 -2.873
H 1.401 3.153 2.123
H -0.670 3.893 -1.600


--- 2 ---
C5H38NO14 | the ωB97M-V functional and the def2-TZVPD basis

- frontier orbital gap (eV) = 10.69
- E_HOMO (eV) = -13.16
- molecular weight (g/mol) = 336.4
- total charge = +1

Geometry (Å):
O -1.006 -3.515 -3.142
O 1.930 -0.966 -0.640
O -1.686 2.735 -3.081
O -0.455 3.608 1.242
O -0.918 1.518 2.912
O 1.465 -0.279 -3.213
O 2.684 -1.700 2.154
O -0.595 -2.085 3.969
O 3.571 0.460 3.612
O 1.025 2.335 -2.949
O 1.894 -3.337 -2.414
O -2.977 -0.469 2.992
O 2.154 3.103 -0.707
O 1.268 0.871 0.504
N -0.021 -1.043 1.612
C -3.447 -0.878 -1.662
C -0.278 -0.877 0.149
C -1.674 -0.281 -0.005
C -2.103 -0.136 -1.491
C 0.845 -0.047 -0.508
H -1.921 0.655 0.504
H 2.865 -2.539 2.586
H 0.964 -1.281 1.816
H 1.800 -2.679 -1.710
H -3.834 -0.771 -2.674
H -0.958 2.230 2.250
H 1.117 -0.319 -4.112
H 2.751 -3.670 -2.106
H -0.635 -1.691 2.118
H -2.910 0.497 3.015
H 3.239 -1.014 2.587
H 1.516 1.503 -3.035
H -1.224 -3.760 -2.239
H -0.047 -3.523 -3.232
H 0.286 3.401 0.656
H -0.955 2.012 3.738
H -0.297 -1.794 -0.439
H 0.081 2.180 -2.786
H -2.339 -0.975 0.519
H 2.974 1.056 3.999
H -1.080 -1.660 4.685
H -4.138 -0.356 -1.003
H -2.257 0.894 -1.813
H -1.261 3.569 -3.135
H -3.300 -1.924 -1.406
H 2.449 -0.793 0.126
H -1.254 -0.462 -2.098
H -2.253 2.580 -3.825
H 0.217 -2.410 4.399
H 1.815 3.064 -1.644
H 1.631 1.702 0.124
H -0.222 -0.119 2.014
H 1.848 -1.119 -2.934
H 4.236 0.742 2.987
H -3.818 -0.770 3.351
H -0.484 4.542 1.457
H 0.637 0.628 -1.318
H 3.087 3.360 -0.751


Which structure is the most stable? The one labeled 2.


--- 1 ---
C4H14NO2 | the ωB97M-V functional and the def2-TZVPD basis

- frontier orbital gap (eV) = 4.35
- E_HOMO (eV) = -14.18
- molecular weight (g/mol) = 108.2
- total charge = +1

Geometry (Å):
O -0.108 1.856 1.655
O 1.022 -0.128 1.184
N 2.922 -0.217 -0.709
C -0.661 0.039 -1.051
C -1.931 -0.370 -0.610
C -2.049 -0.098 0.963
C -0.145 -0.489 -2.136
H -0.415 -1.554 -2.448
H 0.740 0.003 -2.604
H -3.118 -0.039 1.312
H -0.112 0.989 -0.767
H 3.275 -1.133 -0.872
H 0.409 2.196 2.442
H -1.440 0.725 1.269
H 0.577 1.035 1.364
H 3.667 0.385 -0.401
H 2.194 -0.344 0.033
H -2.757 0.158 -1.121
H -1.579 -1.001 1.323
H -2.075 -1.446 -0.669
H 1.584 -0.567 1.843


--- 2 ---
C4H14NO2 | the ωB97M-V functional and the def2-TZVPD basis

- frontier orbital gap (eV) = 10.33
- E_HOMO (eV) = -13.57
- molecular weight (g/mol) = 108.2
- total charge = +1

Geometry (Å):
O -0.707 0.773 -2.171
O -0.677 3.047 -2.961
N -0.762 -1.567 -0.316
C 0.522 0.086 2.022
C 1.157 1.243 1.912
C 0.979 -1.216 1.408
C -0.128 -2.148 0.960
H -1.171 3.753 -3.205
H -0.973 -2.171 1.688
H -0.411 -0.011 2.652
H -0.857 -0.591 -0.377
H -0.163 1.267 -1.624
H 2.162 1.394 1.392
H 0.253 -3.201 0.839
H 1.654 -1.751 2.108
H -0.200 -1.740 -1.095
H 0.687 2.207 2.369
H 1.751 -1.100 0.678
H -1.599 -2.178 -0.528
H 0.060 2.988 -3.410
H -1.578 0.918 -2.342


--- 3 ---
C4H14NO2 | the ωB97M-V functional and the def2-TZVPD basis

- frontier orbital gap (eV) = 11.11
- E_HOMO (eV) = -14.08
- molecular weight (g/mol) = 108.2
- total charge = +1

Geometry (Å):
O 0.941 2.907 -0.774
O -2.813 -0.265 0.051
N -0.312 0.250 -0.861
C 0.606 -1.188 0.997
C 0.561 0.161 1.830
C 0.303 -1.022 -0.471
C 0.869 -1.753 -1.410
H 1.633 -1.504 1.128
H -0.094 -1.824 1.522
H 0.756 3.852 -0.821
H 1.759 2.834 -1.287
H 0.243 -0.149 2.822
H -3.581 -0.419 -0.507
H -0.148 0.918 1.495
H 1.511 -2.557 -1.075
H -2.891 -0.792 0.851
H 0.598 -1.801 -2.462
H -1.233 0.296 -0.366
H 1.555 0.600 1.842
H -0.431 0.323 -1.869
H 0.167 1.131 -0.636


Which structure is the most stable? The one labeled 3.


--- 1 ---
C4H14NO2 | the ωB97M-V functional and the def2-TZVPD basis

- frontier orbital gap (eV) = 11.23
- E_HOMO (eV) = -14.40
- molecular weight (g/mol) = 108.2
- total charge = +1

Geometry (Å):
O 3.461 -0.486 1.103
O 1.396 0.341 -1.426
N -1.233 -0.165 -2.356
C -1.644 0.168 1.473
C -1.684 -0.474 -0.967
C -1.379 0.351 0.016
C -0.375 0.364 2.275
H 3.491 -0.904 1.970
H -0.200 -0.137 -2.444
H 4.223 0.100 1.068
H -1.636 -0.874 -2.966
H -2.398 0.886 1.797
H -1.626 0.738 -2.627
H -0.566 0.310 3.341
H 1.561 0.063 -0.513
H -0.749 1.191 -0.251
H -2.041 -0.833 1.630
H 0.394 -0.380 2.084
H -2.381 -1.296 -0.914
H 2.118 -0.088 -1.913
H 0.100 1.324 2.115


--- 2 ---
C4H14NO2 | the ωB97M-V functional and the def2-TZVPD basis

- frontier orbital gap (eV) = 10.37
- E_HOMO (eV) = -13.74
- molecular weight (g/mol) = 108.2
- total charge = +1

Geometry (Å):
O -2.493 0.616 0.496
O 3.043 -1.480 1.011
N 0.950 -1.152 -1.026
C -0.346 -0.468 -1.512
C -1.301 0.639 1.365
C -0.495 1.016 -1.022
C -0.155 1.341 0.434
H 1.762 -0.533 -1.085
H 0.904 -1.589 -0.062
H -1.139 -1.062 -1.077
H 0.259 1.464 -1.676
H -0.491 -0.628 -2.622
H 0.864 1.148 0.768
H -2.973 1.366 0.816
H -1.010 -0.431 1.538
H 1.219 -1.842 -1.706
H -1.513 1.247 -1.267
H -1.361 1.289 2.305
H 2.646 -1.689 1.888
H 3.965 -1.319 1.147
H -0.397 2.387 0.563


--- 3 ---
C4H14NO2 | the ωB97M-V functional and the def2-TZVPD basis

- frontier orbital gap (eV) = 11.80
- E_HOMO (eV) = -14.88
- molecular weight (g/mol) = 108.2
- total charge = +1

Geometry (Å):
O -1.132 -0.258 3.011
O -1.643 -1.744 -1.243
N -0.533 0.605 -0.966
C 1.216 0.612 0.681
C 1.785 -0.258 -0.609
C -0.292 1.088 0.534
C 0.744 0.035 -1.674
H -1.183 -2.573 -0.951
H 2.816 0.070 -1.172
H -1.292 -0.267 -0.904
H -0.890 0.536 1.234
H -0.419 0.007 3.647
H 1.565 -0.122 1.514
H -1.987 0.045 3.247
H 0.332 -0.793 -2.382
H 1.996 -1.162 -0.348
H 1.084 0.965 -2.355
H -0.354 2.218 0.621
H 1.809 1.558 0.637
H -2.627 -2.026 -1.195
H -0.993 1.464 -1.327


Which structure is the most stable? The one labeled 1.